An isolated molecule of C5H3FO in a non-equilibrium geometry. Source: the Open Molecules 2025 dataset; level of theory: wB97M-V/def2-TZVPD.

```
10
Properties=species:S:1:pos:R:3
C 0.3620 -1.2092 0.0343
C 0.6261 -0.2684 0.9814
C 0.0747 1.0595 0.5573
C -0.5968 0.9519 -0.5584
C -0.4946 -0.4491 -1.0698
H 1.1498 -0.4376 1.8962
H 0.2043 1.9180 1.2377
H -1.0207 1.8675 -1.0258
O -0.7898 -0.8618 -2.1346
F 0.4850 -2.5707 0.0818
```

Output
SMILES: O=C1C=CC=C1F
ΔE to the lowest compared entry with this formula, charge and spin: 0.3455 eV
Frontier orbital gap: 0.3162 Eh
LUMO: -0.8 eV
Charge: 0

---

An isolated molecule of C5H3N in a non-equilibrium geometry. Source: the Open Molecules 2025 dataset; level of theory: wB97M-V/def2-TZVPD.

```
9
Properties=species:S:1:pos:R:3
C -1.8135 0.9351 1.5722
C -0.9075 0.5890 0.4428
C -0.7424 0.0924 1.7181
C -0.0224 0.3399 -0.6854
C 0.8593 -0.8883 -0.3572
N 0.9695 -1.3731 0.7733
H -0.6102 0.4792 -1.6402
H 0.7253 1.1567 -0.7761
H 1.5419 -1.3309 -1.0475
```

Output
ΔE to the lowest compared entry with this formula, charge and spin: 5.8645 eV
Frontier orbital gap (alpha / beta): 0.3157 / 0.2618 Eh
LUMO (alpha / beta): -0.6 / -1.7 eV
Charge: 0

---

An isolated molecule of C5H3N in a non-equilibrium geometry. Source: the Open Molecules 2025 dataset; level of theory: wB97M-V/def2-TZVPD.

```
9
Properties=species:S:1:pos:R:3
C -0.8114 -0.0628 -0.5419
C 0.0863 -0.5135 -1.4268
C 1.2860 0.0185 -1.5191
C -0.3783 0.0827 0.8846
C 1.0137 0.3315 0.7822
N 1.7761 0.1606 -0.1303
H -1.7788 0.2284 -0.9047
H -0.9336 0.7482 1.4973
H -0.2599 -0.9935 1.3587
```

Output
Multiplicity: 3
ΔE to the lowest compared entry with this formula, charge and spin: 2.0581 eV
Frontier orbital gap (alpha / beta): 0.2524 / 0.2786 Eh
LUMO (alpha / beta): -0.6 / -1.4 eV
Charge: 0

---

An isolated molecule of C5H3N in a non-equilibrium geometry. Source: the Open Molecules 2025 dataset; level of theory: wB97M-V/def2-TZVPD.

```
9
Properties=species:S:1:pos:R:3
C 0.4310 1.0366 0.5457
C -0.4633 1.0839 -0.4867
C 0.5403 -1.2791 0.0302
C 0.7729 -0.2628 1.0970
C -1.0875 0.8576 -1.5033
N 0.1240 -1.8368 -0.8816
H 1.6420 -0.5197 1.6947
H -0.0360 -0.0965 1.7649
H -1.9235 1.0167 -2.2609
```

Output
Multiplicity: 3
ΔE to the lowest compared entry with this formula, charge and spin: 0.0096 eV
Frontier orbital gap (alpha / beta): 0.3377 / 0.3317 Eh
LUMO (alpha / beta): 0.9 / -1.8 eV
Charge: 0

---

An isolated molecule of C5H3N3 in a non-equilibrium geometry. Source: the Open Molecules 2025 dataset; level of theory: wB97M-V/def2-TZVPD.

```
11
Properties=species:S:1:pos:R:3
C 3.1617 -0.0485 0.1347
C 1.9776 0.0283 -0.1771
C 0.5495 0.1129 -0.1322
C -0.2604 1.2035 -0.0067
C -2.1125 -0.1101 0.0811
H 4.2203 -0.0135 0.4703
H 0.0211 2.2629 0.0180
H -3.1928 -0.3403 0.2019
N -1.6114 1.0853 0.0133
N -1.3269 -1.2309 0.0226
N -0.0537 -1.1440 -0.0486
```

Output
SMILES: C#Cc1cncnn1
ΔE to the lowest compared entry with this formula, charge and spin: 2.7801 eV
Frontier orbital gap: 0.3339 Eh
LUMO: -0.2 eV
Charge: 0

---

An isolated molecule of C5H3N3O in a non-equilibrium geometry. Source: the Open Molecules 2025 dataset; level of theory: wB97M-V/def2-TZVPD.

```
12
Properties=species:S:1:pos:R:3
C 0.1286 1.2679 0.0116
C -0.3175 -0.0134 0.0004
C 3.1682 -0.9302 -0.8269
C 1.9423 -0.2901 -0.1355
C 1.5491 1.3110 -0.0715
N 4.0222 -0.5218 0.0798
N 2.9364 -0.6570 0.8317
N 0.6827 -0.9135 -0.0816
O 2.3770 2.1714 -0.0490
H -0.4731 2.1563 0.0228
H -1.3395 -0.3408 0.0603
H 0.5699 -1.9146 -0.0540
```

Output
SMILES: O=C1C=CN[C@@]12C1=NN12
ΔE to the lowest compared entry with this formula, charge and spin: 4.4756 eV
Frontier orbital gap (alpha / beta): 0.3231 / 0.3231 Eh
LUMO (alpha / beta): -0.5 / -0.5 eV
Charge: 0